# 1
{"formula": "C35H51BCl3F18N3O7P", "method": "the ωB97M-V functional and the def2-TZVPD basis", "symbols": ["H", "H", "F", "C", "H", "C", "C", "O", "C", "H", "C", "H", "H", "H", "O", "H", "H", "C", "H", "C", "C", "C", "C", "H", "F", "C", "C", "C", "H", "H", "Cl", "C", "H", "F", "C", "C", "H", "C", "B", "C", "H", "H", "F", "C", "H", "P", "H", "H", "C", "C", "H", "F", "H", "C", "H", "O", "N", "F", "H", "H", "H", "C", "H", "H", "F", "H", "C", "H", "F", "H", "H", "H", "C", "C", "C", "H", "F", "O", "H", "F", "F", "C", "H", "C", "C", "H", "Cl", "F", "C", "H", "H", "F", "H", "H", "C", "H", "F", "H", "H", "F", "O", "C", "Cl", "F", "F", "O", "F", "O", "H", "H", "C", "H", "H", "N", "H", "N", "H", "C", "H"], "xyz": [[-5.026, 0.237, -1.319], [2.695, -4.335, -1.085], [2.347, 6.385, 3.299], [4.923, -2.930, -1.779], [1.893, 9.468, 1.324], [-0.274, 1.956, -1.498], [0.531, 0.454, -6.338], [2.427, -1.947, -4.640], [-8.282, -6.234, 4.958], [-0.350, 0.528, 2.878], [-0.112, -0.442, -0.358], [2.507, 0.333, -5.380], [-0.674, 2.453, -2.376], [5.829, -2.987, -2.376], [3.484, -0.006, 0.386], [-5.458, -3.096, 5.814], [1.931, 1.705, -3.445], [-1.746, 0.180, -2.383], [-1.064, -3.262, 1.438], [-4.432, -5.142, 3.277], [0.744, -0.010, -2.886], [1.726, 0.336, 2.918], [1.023, -1.510, -0.296], [1.497, -1.494, 0.678], [-9.266, -6.638, 4.127], [-2.978, 0.813, -1.662], [1.416, -2.246, -4.090], [-1.421, -1.149, 0.059], [-0.777, -4.853, 0.790], [-0.493, 1.352, 0.863], [-3.433, 2.462, -2.222], [2.299, 8.679, 0.687], [3.545, 8.486, 3.150], [4.372, 9.668, 0.737], [0.334, -1.364, -3.534], [1.440, 3.857, -2.102], [-8.580, -6.408, 5.994], [1.015, 2.735, -1.127], [3.542, -0.984, -0.543], [0.394, 0.042, 2.249], [-1.682, -1.012, 2.049], [1.310, 4.829, -1.641], [-3.342, -5.948, 3.232], [-3.489, -0.964, 1.327], [-3.981, -1.106, -1.749], [0.576, -3.375, -0.451], [-1.014, 2.205, -0.748], [1.569, -1.147, -7.007], [2.215, -4.152, -0.127], [-4.658, -4.689, 4.721], [-4.248, -4.285, 2.626], [2.159, 9.046, -0.605], [5.552, -1.645, -0.147], [0.243, 0.567, 0.809], [2.411, -2.191, -1.727], [-7.020, -4.271, 5.527], [-2.114, -0.615, 1.214], [-7.172, -6.948, 4.688], [2.033, -5.119, 0.327], [1.869, 2.130, -0.840], [0.794, 3.280, -0.209], [3.522, 5.800, 3.019], [0.891, 3.838, -3.038], [4.096, -0.144, 1.117], [3.006, 5.202, 0.783], [-4.502, 0.086, -2.983], [-8.029, -4.740, 4.728], [2.151, 1.265, 2.548], [-5.477, -5.841, 2.802], [1.593, 0.413, 3.992], [2.526, 0.665, -1.855], [2.428, -0.469, 2.713], [-0.293, -3.920, 1.071], [3.789, 8.462, 0.972], [2.115, -0.244, -2.279], [1.835, 1.885, -5.670], [-3.700, -2.260, 1.493], [-1.847, -2.107, -0.529], [5.176, 8.543, 2.538], [-7.818, -4.464, 3.429], [3.946, 5.191, 4.150], [-0.302, 0.435, -1.755], [2.498, 3.765, -2.343], [-5.824, -3.728, 5.007], [1.574, 0.885, -5.319], [-0.204, -1.972, -2.804], [-1.851, 0.704, -4.102], [-9.159, -4.099, 5.092], [3.361, 4.691, 1.975], [1.205, 0.985, 0.544], [-0.002, -1.499, -6.604], [4.301, 7.582, 0.083], [2.887, -3.547, 0.486], [4.986, -3.758, -1.080], [4.896, -1.596, -1.017], [5.343, -0.820, -1.647], [0.140, -1.341, 2.378], [0.386, -4.145, 1.890], [-2.816, 0.972, -0.606], [-4.738, -5.761, 5.532], [4.482, 6.690, 2.643], [1.101, 1.149, -3.875], [1.049, -3.991, -3.940], [2.383, 3.835, 2.376], [-3.518, -4.007, 5.055], [-4.364, -0.186, 1.399], [1.593, 7.543, 0.873], [-0.344, 1.229, -6.635], [4.295, 4.137, 1.864], [4.086, -3.079, -2.459], [4.210, 8.062, 2.397], [0.318, 1.883, -3.976], [-1.977, -0.868, -2.490], [2.208, -1.321, -1.226], [2.816, -0.516, -3.062], [0.620, -0.802, -6.985], [-0.392, -1.235, -4.334], [-4.198, -0.058, -1.952], [-6.014, -3.064, 4.162]], "forces_ev_per_angstrom": [[-0.2, 0.1, 0.1], [0.1, -0.1, 0.0], [-0.1, 0.0, -0.1], [0.5, 0.2, 0.2], [0.0, 0.0, 0.0], [0.6, 0.4, 0.0], [-0.5, 0.2, -0.3], [0.0, 0.1, 0.3], [-0.1, -0.1, 0.1], [-0.3, -0.1, -0.2], [0.1, 1.1, 1.2], [-0.1, -0.4, 0.1], [-0.1, -0.2, -0.2], [0.0, 0.0, -0.2], [-0.7, -0.5, 0.2], [0.0, 0.0, 0.0], [0.0, 0.1, 0.2], [-0.1, 0.7, 0.0], [-0.1, 0.1, 0.0], [0.1, 0.0, -0.3], [0.7, -0.1, 0.1], [0.0, -0.2, -0.2], [0.4, -1.2, 0.3], [-0.2, 0.5, 0.2], [0.0, 0.0, 0.0], [-0.3, -0.3, -0.7], [0.1, -0.5, -0.5], [-0.2, -0.3, 0.0], [-0.1, -0.1, -0.1], [-0.1, 0.2, -0.1], [0.2, 0.2, 0.2], [-0.1, 0.2, -0.1], [-0.2, -0.1, -0.1], [0.0, 0.1, 0.1], [-0.3, -0.2, 0.5], [0.3, -0.4, 0.0], [0.0, 0.0, 0.0], [-0.2, 0.8, 0.3], [0.7, 0.1, 0.2], [0.2, 0.7, 0.6], [0.4, 0.3, 0.0], [-0.1, 0.1, 0.0], [0.0, 0.0, 0.1], [0.0, 0.8, 0.1], [0.0, -0.1, -0.1], [-0.7, -0.3, -0.9], [-0.2, -0.2, 0.1], [0.0, -0.3, 0.3], [0.0, 0.6, -0.4], [-0.3, -0.3, 0.3], [-0.1, 0.0, 0.0], [0.0, 0.0, 0.0], [0.2, 0.0, 0.0], [0.4, -0.7, -0.4], [-0.4, -0.1, 0.0], [0.3, -0.5, -0.1], [0.0, -0.6, -0.5], [0.1, 0.0, -0.1], [0.0, -0.1, 0.2], [0.1, -0.2, -0.2], [-0.1, -0.2, 0.3], [0.1, 0.3, 0.2], [-0.1, 0.0, -0.1], [0.4, 0.4, -0.2], [-0.1, 0.0, 0.0], [0.0, -0.2, -0.2], [0.0, 0.3, 0.0], [-0.1, 0.1, 0.0], [-0.1, 0.0, 0.1], [0.1, 0.0, 0.1], [-0.3, 0.1, 0.3], [0.1, -0.1, 0.0], [0.3, 0.0, 0.3], [0.2, -0.4, -0.1], [0.5, 0.4, 0.4], [0.0, 0.1, 0.0], [0.1, -0.7, 0.0], [-0.2, 0.5, -0.5], [0.0, 0.0, 0.0], [0.1, -0.1, -0.1], [0.0, -0.1, 0.1], [-0.6, -0.5, -0.9], [0.1, 0.1, -0.1], [-0.1, 0.6, 0.1], [0.5, 0.4, -0.3], [0.0, -0.1, 0.1], [-0.2, -0.1, 0.0], [-0.1, 0.0, 0.0], [0.0, -0.1, -0.1], [0.0, 0.2, 0.0], [-0.3, 0.0, -0.4], [-0.1, 0.0, 0.0], [0.1, -0.2, 0.3], [-0.3, -0.1, 0.0], [-0.4, -0.4, -0.2], [0.0, 0.2, 0.0], [0.1, -0.2, 0.0], [0.1, 0.1, 0.1], [0.2, -0.3, 0.3], [0.0, 0.0, -0.1], [-0.2, -0.1, -0.5], [0.0, 0.1, -0.6], [-0.1, 0.2, -0.1], [0.0, 0.0, 0.0], [0.0, 0.1, -0.1], [-0.3, 0.2, -0.3], [0.1, -0.1, 0.1], [-0.1, -0.3, 0.3], [0.0, 0.0, 0.1], [-0.1, 0.0, -0.1], [0.2, 0.3, 0.4], [-0.3, -0.1, 0.1], [0.2, -0.2, 0.4], [0.2, 0.1, -0.5], [0.0, -0.1, -0.1], [0.6, 0.2, 0.3], [0.0, 0.1, -0.2], [0.1, 0.1, 0.5], [0.0, -0.2, -0.2]], "e_homo_ev": -11.57, "charge": 1, "molar_mass_g_mol": 1115.92, "de_lowest_kj_mol": 0.0, "e_lumo_ev": -2.7414, "fmax_ev_per_a": 1.67}

# 2
{"formula": "C35H51BrF21N6O5", "method": "the ωB97M-V functional and the def2-TZVPD basis", "symbols": ["F", "H", "H", "H", "H", "C", "F", "H", "C", "F", "H", "C", "F", "C", "F", "F", "C", "C", "H", "C", "H", "F", "H", "N", "C", "C", "H", "H", "H", "C", "F", "C", "C", "N", "H", "H", "F", "H", "H", "F", "H", "F", "H", "C", "F", "H", "C", "C", "H", "C", "H", "H", "H", "C", "C", "C", "C", "H", "C", "C", "H", "H", "O", "C", "C", "H", "H", "H", "H", "Br", "H", "H", "H", "H", "H", "F", "C", "H", "O", "C", "H", "O", "F", "H", "H", "H", "F", "H", "F", "C", "C", "C", "F", "C", "C", "C", "H", "H", "H", "H", "H", "F", "H", "O", "N", "H", "H", "C", "N", "F", "N", "O", "N", "H", "F", "C", "F", "H", "C"], "xyz": [[-2.732, 6.388, -0.136], [0.134, 2.896, 0.319], [3.045, -0.831, -2.478], [1.299, 1.711, -3.516], [-4.525, -1.772, 2.192], [0.175, 1.824, 0.446], [8.833, -5.764, 3.187], [7.263, -3.881, 3.957], [0.236, -1.550, -2.166], [-2.163, 3.043, 1.052], [-5.673, 4.375, -4.317], [2.708, -1.765, -2.908], [0.985, -3.076, -3.733], [2.155, -1.761, 0.708], [8.612, -3.140, 2.699], [4.397, -5.142, 2.013], [1.246, -1.782, -3.282], [2.301, -0.393, 1.318], [-4.510, -2.745, -1.218], [-5.910, 3.266, -2.550], [-2.469, -2.950, 4.755], [-3.352, 4.352, -0.605], [0.509, 4.619, 5.343], [0.139, 1.656, 1.846], [-2.414, -0.645, -1.162], [-6.713, 3.267, -1.245], [5.093, -6.143, -1.071], [0.534, 0.964, -4.880], [-4.773, -1.421, -0.073], [1.458, 1.294, -0.310], [6.507, -3.323, 2.197], [-0.599, 0.587, -3.085], [0.335, 1.485, -3.948], [-2.208, -3.659, 2.381], [-1.470, 1.194, -2.837], [-1.483, -3.832, 3.065], [3.771, -4.710, -0.603], [3.275, -1.907, -3.824], [1.093, -1.144, -4.149], [-6.095, 3.956, -0.271], [-2.338, -1.835, 0.687], [3.762, -6.935, 0.987], [2.569, -2.458, 1.424], [4.912, 0.982, -0.101], [-3.635, 7.237, -2.589], [-0.865, 3.272, 3.563], [4.909, -5.387, -0.306], [4.764, -6.036, 1.074], [2.694, -1.898, -0.219], [-2.332, 1.777, 0.607], [1.096, -1.997, 0.637], [6.051, -6.188, 3.446], [-2.420, -0.969, -2.192], [-0.419, 2.694, -4.370], [0.824, 3.690, 4.882], [-3.221, -3.087, 2.894], [-0.001, -0.068, -1.797], [-2.077, 5.385, -1.725], [3.764, 1.500, 0.733], [-4.167, -2.306, -0.287], [-3.344, -1.677, 4.301], [-3.146, 1.858, -0.107], [1.267, 0.419, -1.388], [7.796, -5.330, 2.422], [6.678, -6.385, 2.578], [-3.286, -0.008, -1.034], [5.719, 1.695, -0.130], [4.553, 0.698, -1.085], [-3.032, 1.366, 2.602], [2.226, 2.955, -1.197], [-1.958, 0.151, 1.960], [0.233, 4.530, 3.051], [1.544, 3.177, 1.929], [2.955, -2.618, -2.287], [-2.141, -2.737, -0.797], [-0.305, 4.078, -2.461], [0.184, 3.544, 3.506], [-6.467, 5.321, -3.099], [-4.377, 5.231, -3.081], [-2.989, 5.537, -1.149], [5.227, 0.055, 0.378], [3.939, 2.365, 1.571], [-1.199, 2.527, -5.459], [-5.514, -3.582, 0.679], [-7.711, 3.683, -1.402], [-3.908, -4.233, 0.696], [-6.630, 2.514, -3.423], [0.555, 2.872, 5.541], [8.226, -5.320, 1.144], [-4.468, -3.319, 0.822], [-0.433, 3.884, -3.772], [-1.088, -0.042, -0.710], [-4.727, 2.622, -2.365], [0.988, 2.561, 2.623], [7.510, -3.898, 2.892], [-5.651, 4.616, -3.255], [-0.682, -1.991, -2.534], [1.689, 2.043, 3.263], [7.205, -7.310, 2.804], [-3.597, 0.220, 1.373], [-0.694, -0.656, 0.098], [-0.650, 5.011, -4.430], [-1.200, 1.965, -1.037], [2.332, -0.306, 2.535], [-4.370, -2.771, 2.175], [-0.985, -0.201, -3.714], [1.904, 3.754, 4.791], [-2.765, 0.828, 1.703], [2.493, 0.800, 0.532], [-6.843, 1.989, -0.811], [-1.131, 1.372, -0.201], [5.900, -6.723, 1.429], [-3.312, -2.691, 4.259], [0.526, -2.144, -1.305], [-5.196, 6.417, -1.341], [-4.097, 6.098, -2.041], [5.920, -4.503, -0.325], [0.140, 0.695, 2.152], [-2.696, -1.924, -0.333]], "forces_ev_per_angstrom": [[-0.1, 0.1, -0.1], [0.2, 0.2, -0.3], [-0.1, 0.1, 0.3], [0.0, 0.2, 0.4], [-0.5, 0.0, 0.2], [-0.1, 0.3, 0.9], [-0.1, 0.1, 0.2], [0.0, -0.1, 0.0], [0.3, 0.1, 0.0], [0.8, 0.0, 0.3], [0.1, -0.1, 0.0], [0.3, -0.1, -0.6], [-0.1, -0.3, -0.2], [0.1, 0.3, 0.1], [0.1, -0.1, 0.0], [0.1, 0.2, -0.1], [0.4, -0.2, 0.3], [0.3, 0.0, 1.9], [-0.1, 0.1, -0.3], [0.5, 0.3, -0.2], [0.0, -0.1, 0.0], [-0.4, 0.1, -0.3], [-0.2, 0.1, 0.2], [-0.4, -0.8, -0.2], [-0.6, -0.9, 1.0], [-0.4, -0.1, 0.1], [-0.1, -0.1, 0.1], [0.2, -0.1, -0.2], [-0.1, 0.1, -0.2], [0.8, 0.3, -1.3], [-0.2, -0.2, -0.2], [0.8, 0.7, 0.3], [-1.2, -0.5, 0.1], [-0.3, -0.4, -0.4], [-0.1, 0.1, 0.1], [0.0, -0.1, 0.1], [-0.2, 0.0, 0.1], [0.1, 0.0, -0.1], [-0.2, 0.3, 0.0], [0.3, 0.2, 0.0], [0.2, 0.1, 0.1], [-0.1, 0.0, -0.1], [0.0, -0.1, 0.3], [-1.0, -0.4, 0.1], [0.2, 0.0, 0.1], [-0.1, -0.2, 0.1], [0.1, 0.0, -0.4], [0.3, -0.5, 0.6], [-0.3, 0.2, -0.4], [-1.7, 0.1, 0.1], [-0.1, -0.1, -0.3], [-0.1, 0.3, -0.1], [0.2, 0.4, -0.3], [0.2, 0.3, 0.5], [-0.3, 0.2, -0.1], [0.5, 0.4, 0.9], [-1.0, -1.3, -1.3], [0.0, 0.1, -0.1], [1.5, 1.7, 1.5], [0.3, -0.3, 0.6], [-0.5, 0.0, 0.2], [0.0, -0.1, -0.4], [-0.5, 0.1, 0.8], [-0.2, -0.3, -0.6], [-0.2, -0.5, 0.3], [0.2, 0.5, -0.1], [0.2, 0.1, 0.0], [0.1, 0.1, -0.2], [-0.1, 0.3, 0.0], [0.1, -0.1, 0.2], [0.0, -0.1, 0.2], [-0.2, 0.1, -0.3], [0.5, -0.1, -0.1], [-0.1, 0.0, 0.4], [0.2, -0.2, 0.2], [0.7, 0.1, -0.2], [0.5, 0.2, 0.0], [0.0, 0.0, 0.3], [0.0, -0.5, 0.6], [0.4, 0.1, 0.2], [0.3, -0.1, 0.1], [-0.9, -1.6, -1.4], [0.7, 0.3, -0.5], [-0.2, -0.2, 0.1], [0.0, 0.0, -0.1], [0.4, 0.0, 0.3], [-0.2, 0.1, 0.1], [0.1, -0.2, 0.1], [-0.1, 0.1, -0.1], [-1.1, 0.5, -0.5], [-0.3, 0.1, -1.1], [1.0, -0.1, 0.0], [0.1, -0.1, 0.2], [-0.8, 0.9, 0.3], [0.2, 0.2, 0.3], [0.0, 0.4, -0.4], [-0.3, 0.1, 0.0], [0.2, -0.5, -0.3], [0.1, 0.0, -0.1], [-0.3, 0.0, -0.1], [-0.1, 0.1, 0.4], [-0.7, -0.2, 0.7], [0.0, 0.0, -0.1], [0.2, 0.1, -1.3], [0.9, -0.5, -0.5], [-0.1, -0.2, -0.1], [0.2, -0.1, 0.0], [0.9, -0.5, 0.0], [-0.6, -0.2, -0.1], [0.1, -0.1, -0.1], [0.4, 0.4, -0.4], [0.2, 0.7, -0.2], [0.3, 0.4, -0.4], [0.1, 0.0, 0.1], [0.0, -0.2, 0.2], [-0.6, 0.0, -0.6], [0.1, 0.1, 0.2], [0.4, 0.0, 0.2], [-0.2, 0.1, -0.5]], "e_homo_ev": -11.63, "charge": 1, "molar_mass_g_mol": 1114.69, "e_lumo_ev": -2.8287, "fmax_ev_per_a": 2.73}